{"formula": "C29H34N3O7PS2SeV", "method": "ωB97M-V/def2-TZVPD", "elements": ["V", "O", "Se", "O", "O", "O", "C", "C", "C", "C", "C", "N", "C", "O", "N", "C", "C", "C", "C", "N", "C", "C", "C", "H", "H", "H", "H", "H", "H", "H", "H", "H", "H", "H", "H", "H", "C", "C", "C", "O", "P", "S", "S", "O", "C", "C", "C", "H", "H", "H", "H", "H", "H", "H", "H", "H", "H", "H", "H", "H", "H", "C", "C", "C", "C", "C", "C", "C", "C", "C", "C", "H", "H", "H", "H", "H", "H", "H"], "coordinates": [[0.2940, 1.1843, 0.7747], [-1.2848, 2.7896, 3.7980], [-1.1331, 1.4897, 2.8969], [0.6205, 1.2926, 2.4615], [-1.4894, 1.7363, 1.2488], [-1.6208, 0.0511, 3.3885], [-6.9473, -0.5735, 2.9794], [-5.9180, -1.6578, 2.8222], [-6.2180, -2.8557, 2.1820], [-5.2661, -3.8518, 2.0319], [-3.9864, -3.6701, 2.5382], [-3.0428, -4.7184, 2.3618], [-1.6801, -4.6868, 2.4604], [-1.0274, -5.6122, 2.8781], [-1.0100, -3.5160, 2.0628], [-1.3029, -2.5797, 1.0957], [-2.3593, -2.6566, 0.1841], [-2.5793, -1.6090, -0.6933], [-1.7613, -0.4998, -0.6732], [-0.6908, -0.4695, 0.1303], [-0.4519, -1.4896, 0.9595], [-3.6734, -2.4915, 3.2053], [-4.6313, -1.4991, 3.3292], [-7.9038, -0.8735, 2.5556], [-6.6314, 0.3438, 2.4814], [-7.1053, -0.3355, 4.0314], [-7.2136, -3.0165, 1.7893], [-5.5185, -4.7721, 1.5203], [-3.3978, -5.6586, 2.4769], [-0.0809, -3.4909, 2.4610], [-3.0023, -3.5211, 0.1599], [-3.4081, -1.6453, -1.3851], [-1.9512, 0.3709, -1.2863], [0.4440, -1.4276, 1.5694], [-2.6980, -2.3440, 3.6448], [-4.3699, -0.5888, 3.8538], [3.4798, -3.0566, -0.4116], [4.5155, -2.0752, -0.9047], [5.2950, -1.3962, 0.1986], [3.9389, -1.0274, -1.7677], [2.4939, -0.4659, -1.9522], [1.0549, -1.6025, -2.4424], [2.1740, 0.4021, 0.0174], [2.6743, 0.7656, -2.8792], [3.7363, 1.7750, -3.0434], [4.1965, 2.3501, -1.7243], [4.8517, 1.1875, -3.8772], [3.9944, -3.8180, 0.1748], [2.9526, -3.5411, -1.2305], [2.7436, -2.5725, 0.2336], [5.2027, -2.5720, -1.5894], [4.6367, -0.8427, 0.8676], [6.0378, -0.7135, -0.2091], [5.8136, -2.1521, 0.7873], [3.2076, 2.5436, -3.6094], [4.7127, 1.6034, -1.1199], [3.3674, 2.7690, -1.1540], [4.9034, 3.1537, -1.9318], [5.4482, 0.4838, -3.2996], [5.5010, 1.9935, -4.2190], [4.4518, 0.6773, -4.7510], [-0.0109, 3.9277, -4.0278], [-0.2749, 2.6202, -3.5672], [-0.0832, 2.3049, -2.2522], [0.3826, 3.2725, -1.3338], [0.6062, 3.0012, 0.0425], [1.0111, 3.9662, 0.9281], [1.2571, 5.2732, 0.4488], [1.0752, 5.5714, -0.8700], [0.6333, 4.5882, -1.7910], [0.4326, 4.8855, -3.1607], [-0.1596, 4.1676, -5.0712], [-0.6129, 1.8617, -4.2595], [-0.2619, 1.2806, -1.9325], [1.1558, 3.7614, 1.9802], [1.5764, 6.0344, 1.1469], [1.2528, 6.5763, -1.2301], [0.6322, 5.8910, -3.5083]], "atomic_forces_ev_per_a": [[1.68, 0.43, -1.42], [0.15, -0.32, -0.41], [-1.12, 0.20, 1.30], [-0.27, -0.04, 0.21], [-0.10, -0.18, 0.50], [0.16, 0.40, -0.15], [-0.01, -0.01, 0.00], [0.01, -0.03, -0.02], [-0.01, 0.02, 0.01], [0.03, 0.07, -0.04], [0.12, 0.06, -0.03], [-0.13, -0.16, -0.15], [0.01, 0.10, 0.06], [0.07, -0.15, -0.02], [0.08, 0.06, 0.11], [-0.04, -0.04, -0.32], [-0.01, 0.04, 0.01], [0.00, -0.02, 0.02], [0.04, 0.06, 0.01], [-0.35, -0.15, -0.03], [0.14, -0.09, 0.27], [-0.06, -0.03, 0.02], [-0.02, -0.01, -0.01], [-0.01, 0.00, -0.01], [0.01, 0.02, -0.01], [0.00, 0.01, 0.02], [-0.04, 0.00, -0.01], [0.00, -0.03, -0.02], [0.05, 0.09, 0.11], [-0.07, -0.04, -0.10], [-0.05, -0.04, 0.05], [-0.01, 0.01, -0.01], [-0.04, -0.07, 0.05], [-0.08, 0.04, 0.00], [0.04, 0.00, 0.00], [0.01, 0.03, 0.01], [0.00, -0.08, 0.06], [-0.01, -0.01, -0.15], [-0.03, -0.01, 0.01], [0.10, 0.17, 0.00], [0.14, -0.01, -0.09], [-0.13, -0.06, -0.03], [-0.28, 0.02, 0.14], [-0.12, 0.05, 0.05], [-0.04, 0.00, -0.07], [0.02, 0.00, 0.02], [0.02, 0.03, 0.00], [-0.03, -0.03, 0.00], [0.04, 0.00, 0.00], [0.02, 0.02, 0.03], [-0.02, -0.05, 0.05], [-0.04, 0.01, 0.03], [0.02, 0.03, -0.03], [0.03, -0.02, 0.00], [0.02, -0.04, 0.01], [0.01, -0.02, 0.01], [-0.03, 0.02, 0.00], [0.01, 0.02, 0.00], [0.00, -0.03, 0.03], [0.02, 0.01, 0.00], [-0.02, 0.01, -0.04], [-0.01, -0.05, 0.02], [0.04, 0.07, -0.01], [0.08, -0.11, 0.02], [-0.07, -0.04, 0.07], [-0.09, -0.24, 0.01], [0.07, 0.10, -0.07], [-0.03, -0.05, 0.05], [-0.01, -0.03, 0.00], [0.01, 0.05, -0.04], [-0.01, -0.01, 0.03], [-0.02, 0.00, -0.02], [-0.01, -0.02, -0.02], [0.12, 0.06, -0.03], [-0.01, -0.02, -0.02], [0.02, 0.01, 0.00], [0.02, 0.02, -0.02], [0.01, 0.02, 0.00]], "mulliken_charge": [-0.551, -0.649, 0.936, -0.480, -0.580, -0.328, -1.371, 0.760, -0.779, -0.474, 0.037, -0.018, 0.250, -0.643, -0.070, -0.309, -0.267, -1.714, -0.413, 1.309, -0.194, -0.113, -0.761, 0.352, 0.298, 0.344, 0.336, 0.441, 0.282, 0.213, 0.701, 0.531, 0.648, 0.541, 0.525, 0.464, -1.215, 0.516, -1.156, -0.266, 0.702, -0.334, 0.044, -0.277, 0.750, -0.947, -1.520, 0.490, 0.364, 0.132, 0.271, 0.199, 0.301, 0.474, 0.284, 0.139, 0.084, 0.501, 0.236, 0.484, 0.373, -0.781, -1.141, 0.038, 1.535, 1.166, -0.345, -1.047, -0.866, 0.540, -0.879, 0.402, 0.493, 0.155, 0.508, 0.422, 0.457, 0.461], "charge": 1, "spin_multiplicity": 1, "orbital_gap_ev": [5.14, 5.14], "de_lowest_kj_mol": 78.19}



{"formula": "C8H13NP", "method": "ωB97M-V/def2-TZVPD", "elements": ["C", "C", "C", "C", "C", "C", "C", "C", "N", "P", "H", "H", "H", "H", "H", "H", "H", "H", "H", "H", "H", "H", "H"], "coordinates": [[3.3852, 0.5158, 0.1551], [2.5889, 0.5457, 1.2945], [2.7471, 0.4469, -1.0916], [1.2218, 0.3691, 1.2328], [1.3926, 0.1702, -1.1649], [0.5278, 0.0617, -0.0048], [-1.4208, -1.1099, -1.2443], [-0.8885, -0.3257, -0.0884], [-1.4273, -0.9390, 1.2683], [-2.2475, 1.8958, 0.2962], [4.4412, 0.2272, 0.2148], [3.1234, 0.7556, 2.2791], [3.3289, 0.3114, -2.0091], [0.6820, 0.3165, 2.1654], [0.9183, 0.0222, -2.1810], [-2.4251, -0.8448, -1.2868], [-0.9829, -0.6368, -2.1136], [-1.3246, -2.2039, -1.4313], [-1.5104, -0.1765, 1.9091], [-0.8546, -1.6250, 1.7668], [-2.2655, -1.3550, 0.9952], [-2.0921, 1.9372, -1.0529], [-3.5639, 1.3873, 0.2369]], "atomic_forces_ev_per_a": [[-0.40, -1.05, -0.79], [1.20, 0.72, 1.35], [0.31, -1.18, 0.23], [-1.28, -0.79, -1.20], [-2.54, 0.00, -0.37], [2.86, 0.72, 0.20], [0.96, 0.28, -0.75], [-0.34, 1.02, 1.88], [2.66, 0.73, -0.66], [1.48, -1.87, 0.61], [-0.22, 1.07, 0.08], [-1.07, -0.62, -1.27], [-0.16, 0.41, 0.37], [-0.11, 0.23, 0.26], [0.80, 0.15, 1.26], [-2.08, 0.01, -0.39], [0.00, 0.00, -0.35], [0.45, 0.58, 0.99], [-0.68, 0.52, 0.49], [0.38, -0.34, -0.53], [-2.13, -0.68, 0.05], [-0.03, 0.36, -1.30], [-0.07, -0.27, -0.15]], "mulliken_charge": [-0.348, -0.595, -0.672, -0.315, -0.244, 0.771, -1.413, 0.044, -0.214, 0.135, 0.353, 0.313, 0.340, 0.274, 0.122, 0.500, 0.405, 0.336, 0.382, 0.329, 0.331, 0.080, 0.087], "charge": 1, "spin_multiplicity": 1, "orbital_gap_ev": 7.01, "de_lowest_kj_mol": 173.20}



{"formula": "C21H40Cl36FN2O4", "method": "ωB97M-V/def2-TZVPD", "elements": ["O", "C", "F", "N", "C", "O", "N", "C", "O", "O", "H", "H", "H", "H", "C", "Cl", "Cl", "H", "H", "C", "Cl", "Cl", "H", "H", "C", "Cl", "Cl", "H", "H", "C", "Cl", "Cl", "H", "H", "C", "Cl", "Cl", "H", "H", "C", "Cl", "Cl", "H", "H", "C", "Cl", "Cl", "H", "H", "C", "Cl", "Cl", "H", "H", "C", "Cl", "Cl", "H", "H", "C", "Cl", "Cl", "H", "H", "C", "Cl", "Cl", "H", "H", "C", "Cl", "Cl", "H", "H", "C", "Cl", "Cl", "H", "H", "C", "Cl", "Cl", "H", "H", "C", "Cl", "Cl", "H", "H", "C", "Cl", "Cl", "H", "H", "C", "Cl", "Cl", "H", "H", "C", "Cl", "Cl", "H", "H"], "coordinates": [[1.1023, -2.0684, -2.5191], [1.5817, -1.7707, -1.5153], [2.8740, -1.4844, -1.4745], [0.8298, -1.7403, -0.3300], [1.3688, -0.7362, 0.6599], [2.3455, -1.0723, 1.2734], [0.6622, 0.4206, 0.7777], [1.3802, 1.5267, 0.2460], [2.7521, 1.6484, 0.6627], [2.6872, 1.8528, 2.0575], [1.0171, -2.6429, 0.1180], [0.8673, 2.4361, 0.6132], [1.3532, 1.6062, -0.8582], [3.6195, 1.9529, 2.2788], [5.4236, 3.0437, 0.0066], [6.0111, 1.9136, 1.2317], [6.4207, 4.5081, -0.0638], [5.4508, 2.5551, -0.9605], [4.4038, 3.3220, 0.2510], [-1.3615, -4.4713, -3.0101], [-0.5185, -5.7526, -2.1341], [-3.1214, -4.6454, -2.8640], [-1.0679, -3.5093, -2.6000], [-1.0903, -4.5251, -4.0581], [6.2068, -1.4680, 2.4466], [6.2567, -3.0630, 3.2100], [6.9627, -0.2354, 3.4713], [6.7431, -1.5141, 1.5057], [5.1697, -1.1929, 2.2728], [-5.5297, -5.1354, -5.8177], [-4.9499, -5.1978, -7.4867], [-6.4828, -6.5690, -5.4056], [-4.6752, -5.0805, -5.1520], [-6.1540, -4.2569, -5.6967], [5.1429, 6.8834, -2.8208], [5.0356, 6.8294, -4.5876], [3.6981, 6.2053, -2.0623], [6.0064, 6.3071, -2.5036], [5.2511, 7.9164, -2.5087], [-1.1082, -0.4645, 3.9025], [-2.0503, -1.9716, 4.0004], [0.4227, -0.6950, 3.0743], [-1.6914, 0.2727, 3.3573], [-0.9164, -0.1142, 4.9124], [-1.5697, -2.4605, 8.1601], [-1.0215, -0.7788, 8.1600], [-3.1743, -2.6148, 7.4335], [-0.8702, -3.0568, 7.5900], [-1.6100, -2.8160, 9.1842], [-5.8147, -6.9151, -1.7545], [-4.9661, -8.3957, -1.2958], [-7.0426, -6.4746, -0.5618], [-5.0951, -6.1079, -1.8310], [-6.3003, -7.0715, -2.7104], [-8.5900, -2.9354, -0.7424], [-8.4986, -2.6276, -2.4821], [-7.3289, -2.0705, 0.1391], [-9.5589, -2.6072, -0.3822], [-8.4686, -3.9997, -0.5729], [8.0686, 6.1202, -7.0454], [7.9140, 6.2352, -8.8045], [9.4471, 7.0567, -6.4545], [7.1629, 6.5042, -6.5886], [8.2090, 5.0800, -6.7734], [2.0528, -4.0580, 9.6548], [1.1036, -3.5237, 11.0476], [1.2644, -3.6358, 8.1304], [3.0233, -3.5790, 9.6897], [2.1673, -5.1353, 9.7027], [5.0520, -3.1383, 12.8728], [5.0672, -3.3082, 11.1153], [3.4123, -3.1572, 13.5354], [5.6098, -3.9618, 13.3043], [5.5200, -2.1954, 13.1327], [-9.6369, -8.1370, -3.5026], [-9.0953, -6.4581, -3.4206], [-11.1780, -8.2838, -4.3572], [-8.8883, -8.7204, -4.0287], [-9.7591, -8.5135, -2.4928], [-11.8513, -2.7236, -4.4094], [-11.0562, -4.2368, -3.9709], [-13.0618, -2.2485, -3.2084], [-11.1014, -1.9420, -4.4753], [-12.3425, -2.8505, -5.3679], [-0.1282, 7.9847, -2.1224], [0.0542, 6.4244, -1.3191], [0.5679, 9.2998, -1.1617], [0.3808, 7.9445, -3.0798], [-1.1825, 8.1809, -2.2693], [2.8810, 4.0286, -6.2510], [4.5934, 3.9209, -6.6958], [2.6816, 4.6690, -4.6186], [2.3797, 4.6886, -6.9504], [2.4443, 3.0371, -6.2980], [-3.5732, 6.9240, -0.2366], [-3.2757, 6.6647, -1.9607], [-4.4835, 5.5888, 0.4724], [-2.6173, 7.0061, 0.2713], [-4.1417, 7.8393, -0.1148], [9.6510, 7.2459, 0.2438], [10.3409, 5.6836, -0.2051], [8.0110, 7.4390, -0.3871], [9.6175, 7.3159, 1.3254], [10.2755, 8.0338, -0.1622]], "atomic_forces_ev_per_a": [[-1.34, -1.23, -4.30], [-0.62, 0.39, 3.03], [0.86, 0.54, 0.44], [0.82, -0.13, 0.87], [-1.44, 2.22, -1.04], [1.52, -0.94, 0.79], [1.29, -0.78, -2.58], [-1.58, 0.44, 1.27], [0.42, 0.08, -1.41], [-0.23, 0.38, 1.03], [-0.21, -0.02, -0.12], [0.12, -0.08, -0.15], [0.84, -0.16, 0.09], [0.18, -0.16, -0.10], [-0.29, -0.03, -0.09], [0.03, 0.10, -0.04], [0.07, 0.01, -0.04], [0.07, 0.00, 0.04], [0.05, -0.05, 0.04], [0.29, 0.17, 0.05], [0.01, 0.05, -0.05], [-0.10, 0.09, -0.09], [-0.03, -0.06, 0.10], [-0.08, -0.10, 0.02], [-0.24, 0.06, -0.14], [0.01, -0.03, -0.04], [0.05, -0.06, 0.05], [0.08, -0.01, 0.08], [-0.01, -0.02, 0.09], [0.09, 0.10, 0.06], [0.02, 0.05, 0.01], [0.17, 0.03, -0.14], [0.01, -0.10, -0.05], [-0.06, -0.07, -0.07], [0.08, -0.05, 0.15], [0.35, 0.34, -0.02], [0.07, 0.20, 0.24], [-0.08, -0.10, -0.05], [-0.11, 0.00, -0.07], [0.42, 0.22, -0.02], [-0.13, -0.03, 0.05], [-0.69, -0.57, 2.16], [-0.03, -0.15, -0.09], [-0.09, -0.13, 0.03], [-0.25, 0.01, -0.12], [0.07, -0.01, 0.04], [-0.09, -0.06, 0.12], [-0.40, 0.21, -0.10], [-0.01, 0.07, -0.01], [0.06, 0.05, -0.13], [0.02, 0.01, -0.06], [-0.02, 0.04, 0.12], [0.01, -0.07, 0.16], [-0.06, -0.05, 0.07], [-0.06, -0.05, 0.16], [0.11, 0.03, -0.02], [-0.03, -0.05, 0.03], [0.04, 0.09, -0.07], [0.10, 0.03, -0.09], [-0.12, -0.04, 0.06], [-0.05, -0.05, 0.01], [-0.01, -0.02, 0.07], [0.06, 0.07, -0.04], [0.09, 0.03, -0.06], [0.04, -0.07, -0.11], [-0.09, -0.04, -0.08], [0.68, -0.25, 0.05], [-0.19, 0.08, -0.03], [-0.11, 0.02, 0.01], [0.02, 0.04, 0.25], [0.21, 0.02, 0.03], [0.23, 0.01, 0.10], [-0.07, -0.04, -0.07], [-0.08, 0.02, -0.08], [0.10, -0.06, 0.08], [-0.01, -0.26, 0.19], [0.00, -0.07, 0.00], [-0.04, 0.07, -0.08], [-0.06, 0.08, -0.01], [0.09, -0.01, -0.07], [-0.35, 0.16, -0.25], [-0.03, 0.08, -0.02], [-0.01, -0.02, 0.13], [-0.06, -0.05, 0.07], [0.12, -0.08, -0.13], [0.05, 0.01, 0.00], [-0.01, 0.08, -0.03], [0.11, -0.01, 0.10], [0.01, 0.00, 0.10], [-0.19, 0.01, 0.09], [0.01, -0.06, -0.15], [-0.37, -0.37, -0.23], [0.11, 0.05, 0.02], [0.12, -0.02, 0.06], [0.06, 0.06, 0.15], [-0.26, 0.02, -0.07], [0.01, 0.05, 0.04], [0.02, -0.12, -0.08], [-0.06, -0.06, -0.08], [0.09, 0.02, 0.04], [0.05, 0.03, 0.03], [0.00, 0.16, 0.02], [-0.08, -0.09, -0.03], [-0.05, -0.05, -0.09]], "mulliken_charge": [-0.480, 0.553, -0.199, -0.110, 0.294, -0.607, -0.560, -0.474, -0.101, -0.313, 0.320, 0.267, 0.273, 0.233, -0.231, -0.122, -0.125, 0.276, 0.163, -0.181, -0.173, -0.131, 0.184, 0.263, 0.169, -0.186, -0.191, 0.281, -0.065, 0.163, -0.177, -0.149, -0.088, 0.250, -0.182, -0.154, -0.084, 0.101, 0.303, -0.218, -0.214, -0.074, 0.253, 0.193, -0.088, -0.146, -0.162, 0.086, 0.313, 0.661, -0.181, -0.176, -0.105, -0.201, 0.028, -0.152, -0.143, 0.287, -0.014, 0.127, -0.163, -0.165, -0.055, 0.256, -0.018, -0.171, -0.171, 0.008, 0.325, -0.262, -0.128, -0.131, 0.273, 0.270, -0.303, -0.052, -0.170, 0.263, 0.306, -0.318, -0.064, -0.168, 0.238, 0.296, -0.199, -0.108, -0.179, 0.294, 0.184, -0.396, -0.135, -0.042, 0.269, 0.316, -0.186, -0.167, -0.150, 0.213, 0.296, -0.315, -0.145, -0.090, 0.280, 0.283], "charge": -1, "spin_multiplicity": 1, "orbital_gap_ev": 5.46}



{"formula": "C4H17N4", "method": "ωB97M-V/def2-TZVPD", "elements": ["N", "C", "C", "N", "H", "H", "H", "H", "H", "H", "H", "H", "N", "C", "C", "N", "H", "H", "H", "H", "H", "H", "H", "H", "H"], "coordinates": [[-0.2417, -1.7625, -0.9973], [1.0322, -1.3996, -1.6943], [2.1554, -1.1269, -0.7007], [3.4166, -1.1154, -1.4131], [-0.1882, -2.7373, -0.7154], [-0.9698, -1.7703, -1.7053], [0.8313, -0.5037, -2.2753], [1.3457, -2.2061, -2.3579], [2.0323, -0.1248, -0.2814], [2.0928, -1.8607, 0.1136], [4.1667, -0.7531, -0.8332], [3.6885, -2.0365, -1.7229], [-0.5242, -0.1096, 1.1130], [-0.9050, 1.3012, 0.7278], [-2.1747, 1.7393, 1.4561], [-2.3791, 3.1526, 1.2292], [-1.2428, -0.5362, 1.6982], [-0.4196, -0.7851, 0.2400], [0.3377, -0.1197, 1.6568], [-0.0757, 1.9527, 0.9574], [-1.0808, 1.3052, -0.3468], [-3.0082, 1.1031, 1.1211], [-2.0417, 1.5585, 2.5261], [-2.7949, 3.3033, 0.3164], [-3.0526, 3.5317, 1.8879]], "atomic_forces_ev_per_a": [[0.31, -0.12, -0.49], [-0.20, -0.09, 0.33], [-0.02, 0.09, -0.25], [0.16, 0.20, 0.18], [0.08, -0.01, 0.23], [-0.18, 0.17, 0.09], [0.12, -0.04, -0.21], [-0.04, 0.08, -0.14], [-0.08, -0.04, 0.17], [0.03, -0.06, 0.14], [-0.10, -0.05, -0.15], [0.01, -0.14, -0.04], [-0.11, 0.04, 0.08], [-0.37, -0.38, -0.02], [0.17, -0.24, 0.06], [-0.37, 0.12, -0.06], [-0.04, 0.11, 0.05], [0.04, 0.05, 0.01], [-0.05, -0.03, -0.08], [0.13, 0.20, 0.06], [0.14, 0.02, -0.05], [0.04, -0.02, 0.06], [0.00, 0.10, 0.02], [0.12, 0.07, -0.05], [0.20, -0.04, 0.04]], "mulliken_charge": [-0.674, -0.578, -0.332, -0.623, 0.264, 0.255, 0.268, 0.425, 0.203, 0.308, 0.238, 0.219, -0.234, -0.345, -0.681, -0.596, 0.400, 0.268, 0.388, 0.330, 0.241, 0.340, 0.431, 0.232, 0.254], "charge": 1, "spin_multiplicity": 1, "orbital_gap_ev": 9.84, "de_lowest_kj_mol": 7.86}